20
Properties=species:S:1:pos:R:3 method="wB97M-V/def2-TZVPD" charge=0 homo_energy_ev=-7.7813 orbital_gap_ev=8.1
N 2.24 0.29 4.40
C 1.65 0.49 3.19
N 1.08 -0.37 2.48
C 0.59 0.12 1.31
C -0.23 -0.73 0.47
N -0.02 -1.93 0.43
O -0.63 -2.77 -0.48
C 0.89 1.48 1.09
S 1.69 2.22 2.45
H 2.09 -0.69 4.73
H 2.46 0.95 5.05
H -0.86 -0.10 -0.27
H -1.22 -2.13 -1.12
H 0.64 2.14 0.26
C -1.63 0.53 -4.38
C -2.06 -0.45 -3.42
N -2.24 -1.31 -2.68
H -0.58 0.72 -3.98
H -2.15 1.44 -4.21
H -1.72 0.09 -5.31

---

17
Properties=species:S:1:pos:R:3 method="wB97M-V/def2-TZVPD" charge=0 homo_energy_ev=-5.7131 orbital_gap_ev=5.6
C 0.13 -1.29 0.05
C 1.06 -0.72 -0.78
C 0.15 0.86 0.47
C 1.56 1.61 -1.47
C -1.44 -0.50 1.69
N -0.39 -0.33 0.81
N 1.02 0.64 -0.56
S -3.04 -2.88 0.19
S -3.01 -0.95 0.75
H -0.09 -2.23 0.35
H 1.78 -1.03 -1.59
H 2.66 1.89 -1.43
H 1.53 1.27 -2.51
H 1.18 2.59 -1.23
H -1.29 -1.22 2.42
H -0.13 1.79 0.78
H -1.66 0.48 2.07

---

9
Properties=species:S:1:pos:R:3 method="wB97M-V/def2-TZVPD" charge=0 homo_energy_ev=-10.2174 orbital_gap_ev=11.3
C -0.53 0.73 -0.06
C 0.61 -0.29 0.15
O 0.31 -1.66 0.00
H -1.23 0.60 -0.87
H 0.02 1.63 -0.30
H -1.03 0.96 0.87
H 1.45 -0.03 -0.49
H 0.91 -0.15 1.18
H -0.50 -1.80 -0.49

---

37
Properties=species:S:1:pos:R:3 method="wB97M-V/def2-TZVPD" spin_multiplicity=5 charge=0 homo_energy_ev="-8.5347 / -9.4862" orbital_gap_ev="7.1 / 6.0" s2=6.0446
Pt 0.14 1.37 0.48
Cl 0.31 -0.54 2.50
C 0.24 0.55 3.92
Cl 0.45 2.25 3.49
H 1.06 0.27 4.57
H -0.72 0.42 4.38
Se -0.28 3.66 -0.06
Se 0.41 3.73 -2.14
Se -2.61 1.29 -2.94
Se -4.05 2.23 -1.64
O -3.60 0.00 1.30
C -2.55 0.11 0.71
O -1.82 1.20 0.79
C -2.12 -1.01 -0.22
C -0.83 -1.18 -0.72
C -0.50 -2.19 -1.60
C -1.49 -3.06 -2.03
C -2.77 -2.89 -1.53
C -3.10 -1.90 -0.63
N -3.83 -3.81 -1.99
O -3.48 -4.79 -2.62
O -4.96 -3.61 -1.60
H -0.01 -0.53 -0.42
H 0.52 -2.29 -1.95
H -1.29 -3.87 -2.72
H -4.11 -1.79 -0.26
O 2.55 3.71 0.92
C 2.94 2.61 0.61
C 4.40 2.20 0.48
C 4.35 0.74 0.01
C 2.87 0.41 -0.02
O 2.38 -0.66 -0.30
N 2.13 1.53 0.32
H 4.87 2.31 1.45
H 4.90 2.87 -0.21
H 4.86 0.04 0.67
H 4.75 0.59 -0.99

---

Number 1: E_tot -25191.6509 eV. Number 2: E_tot -29962.8596 eV. Number 3: E_tot -4218.2111 eV. Number 4: E_tot -317545.1431 eV.